Entry 1:
DFT (wB97M-V/def2-TZVPD) results for C51H46N5OPtS3Se as an isolated structure at a distorted geometry.

Each line ends with the Löwdin spin population.
Atoms and positions in Å:
Pt -0.680 0.664 -0.547  1.07
N -0.264 0.288 2.529  0.00
S -1.365 -0.515 3.494  0.00
N -0.709 -2.648 2.384  0.00
S -1.839 -3.477 1.967  0.00
N -2.559 -3.282 0.518  0.01
S -1.730 -2.595 -0.635  0.05
N -1.353 -1.176 -0.552  0.14
C -0.349 -3.680 -0.994  0.01
C -0.617 -5.030 -1.191  0.00
C 0.443 -5.901 -1.383  0.00
C 1.746 -5.419 -1.369  0.00
C 1.993 -4.067 -1.181  0.00
C 0.939 -3.184 -0.994  0.00
C -2.816 -2.886 -2.020  0.01
C -3.864 -3.793 -1.953  0.00
C -4.703 -3.927 -3.051  0.00
C -4.488 -3.164 -4.189  0.00
C -3.436 -2.259 -4.241  0.00
C -2.595 -2.111 -3.150  0.00
C -3.331 -3.377 2.969  0.00
C -3.387 -4.085 4.162  0.00
C -4.449 -3.873 5.031  0.00
C -5.434 -2.946 4.713  0.00
C -5.371 -2.243 3.516  0.00
C -4.319 -2.460 2.636  0.00
C -1.518 -5.240 2.041  0.00
C -2.504 -6.173 1.737  0.00
C -2.195 -7.522 1.809  0.00
C -0.914 -7.920 2.180  0.00
C 0.059 -6.975 2.478  0.00
C -0.244 -5.621 2.410  0.00
C -0.409 -1.125 4.860  0.00
C -0.312 -2.502 4.982  0.00
C 0.416 -3.031 6.039  0.00
C 1.045 -2.188 6.942  0.00
C 0.946 -0.805 6.801  0.00
C 0.213 -0.265 5.762  0.00
C -2.225 0.865 4.274  0.00
C -2.446 2.007 3.522  0.00
C -3.258 3.009 4.035  0.00
C -3.856 2.856 5.277  0.00
C -3.655 1.690 6.007  0.00
C -2.853 0.681 5.500  0.00
H -1.636 -5.394 -1.192  0.00
H 0.250 -6.955 -1.535  0.00
H 2.573 -6.103 -1.511  0.00
H 3.010 -3.697 -1.181  0.00
H 1.105 -2.125 -0.847  0.00
H -4.024 -4.358 -1.046  0.00
H -5.531 -4.623 -3.009  0.00
H -5.150 -3.268 -5.039  0.00
H -3.278 -1.660 -5.128  0.00
H -1.782 -1.397 -3.157  0.00
H -2.607 -4.796 4.411  0.00
H -4.506 -4.432 5.957  0.00
H -6.252 -2.771 5.401  0.00
H -6.140 -1.521 3.269  0.00
H -4.258 -1.932 1.692  0.00
H -3.496 -5.841 1.451  0.00
H -2.950 -8.264 1.583  0.00
H -0.674 -8.975 2.231  0.00
H 1.053 -7.292 2.766  0.00
H 0.486 -4.849 2.628  0.00
H -0.779 -3.139 4.238  0.00
H 0.492 -4.104 6.151  0.00
H 1.617 -2.605 7.760  0.00
H 1.446 -0.147 7.500  0.00
H 0.111 0.807 5.662  0.00
H -1.977 2.127 2.553  0.00
H -3.427 3.905 3.453  0.00
H -4.484 3.640 5.678  0.00
H -4.126 1.563 6.973  0.00
H -2.711 -0.235 6.061  0.00
Se -0.452 2.946 -0.258  0.45
C -1.704 3.729 -1.475  0.04
C -2.045 3.116 -2.673  0.03
C -2.936 3.767 -3.512  0.00
N -3.494 4.942 -3.225  0.03
C -3.159 5.517 -2.072  0.00
C -2.264 4.960 -1.169  0.03
H -1.623 2.157 -2.943  0.01
H -3.219 3.327 -4.462  0.00
H -3.630 6.471 -1.861  0.00
H -2.014 5.475 -0.250  0.00
C 2.259 4.670 3.849  0.00
C 2.499 3.518 2.914  0.00
C 3.447 3.598 1.900  0.00
C 3.629 2.566 0.991  0.00
C 4.667 2.716 -0.097  0.00
C 2.799 1.435 1.088  0.00
C 2.737 0.533 -0.061  0.01
O 1.704 0.003 -0.452  0.08
C 1.925 1.281 2.172  0.00
C 1.178 -0.007 2.499  0.00
C 1.791 2.330 3.063  0.00
H 2.706 5.587 3.467  0.00
H 2.687 4.469 4.833  0.00
H 1.189 4.836 3.983  0.00
H 4.045 4.497 1.803  0.00
H 5.359 3.515 0.162  0.00
H 4.211 2.976 -1.055  0.00
H 5.247 1.805 -0.235  0.00
H 3.655 0.364 -0.638  0.00
H 1.377 -0.829 1.816  0.00
H -0.601 0.208 1.557  0.01
H 1.515 -0.309 3.489  0.00
H 1.101 2.228 3.893  0.00

The value obtained for the LUMO energy (alpha / beta) is -0.0895 / -0.1582 Eh. Its energy above the lowest of the compared OMol25 structures with the same formula, charge and spin is 0.0 kcal/mol. As for the spin multiplicity: 3. For the total energy, the calculation gives -164217.122 eV. The HOMO-LUMO gap (alpha / beta) comes out at 0.2931 / 0.2243 hartree. As for the charge: +1.

=====

Entry 2:
DFT (wB97M-V/def2-TZVPD) results for one molecule with the formula C3H8NP at a distorted geometry.

Each line ends with the Löwdin spin population.
Atoms and positions in Å:
C -0.936 -0.903 0.436  0.01
C -0.564 0.234 -0.617  0.01
C 0.396 1.273 -0.026  0.04
N 1.957 0.642 0.437  0.87
P 2.495 -0.580 -0.319  0.90
H -1.664 -0.616 1.107  0.00
H -1.255 -1.840 -0.124  0.00
H 0.036 -1.174 1.003  0.01
H -1.518 0.724 -0.652  0.00
H -0.260 -0.120 -1.573  0.00
H 0.716 2.061 -0.724  0.00
H 0.243 1.911 0.946  0.00
H 3.700 -0.625 0.449  0.14

The value obtained for the LUMO energy (alpha / beta) is 0.0415 / -0.0710 Eh. Its energy above the lowest of the compared OMol25 structures with the same formula, charge and spin is 18.3 kcal/mol. As for the spin multiplicity: 3. For the total energy, the calculation gives -14014.594 eV. The HOMO-LUMO gap (alpha / beta) comes out at 0.2752 / 0.3005 hartree.

=====

Entry 3:
DFT (wB97M-V/def2-TZVPD) results for a 2-piece molecular cluster, C7H9PS overall at a distorted geometry.

Each line ends with the Löwdin charge.
Atoms and positions in Å:
C 1.182 -1.467 -2.008  -0.09
C 0.683 -0.246 -2.310  -0.09
C 1.429 -1.710 -0.645  -0.12
C 0.112 0.576 -1.290  -0.14
C 1.060 -0.899 0.362  -0.12
C 0.265 0.217 0.047  -0.48
C -0.722 0.672 2.635  -0.41
P -0.350 1.579 1.104  0.94
S -3.096 1.797 0.278  0.15
H 1.411 -2.194 -2.800  0.12
H 0.530 -0.011 -3.407  0.12
H 1.873 -2.656 -0.298  0.11
H -0.459 1.520 -1.369  0.06
H 1.135 -1.376 1.368  0.12
H -1.552 1.235 3.108  0.02
H 0.075 0.569 3.369  0.03
H -0.979 -0.413 2.389  0.06
H -2.597 2.808 -0.533  -0.29

The value obtained for the LUMO energy (alpha / beta) is -0.0460 / -0.0460 Eh. Its energy above the lowest of the compared OMol25 structures with the same formula, charge and spin is 25.6 kcal/mol. For the total energy, the calculation gives -27526.864 eV. The HOMO-LUMO gap (alpha / beta) comes out at 0.2668 / 0.2668 hartree.

=====

Entry 4:
DFT (wB97M-V/def2-TZVPD) results for C27H38GdN4O8S6 as an isolated structure at a distorted geometry.

Each line ends with the Löwdin spin population.
Atoms and positions in Å:
Gd 0.571 -0.624 0.335  5.67
C -3.256 0.677 -1.677  0.00
C -3.388 -0.685 -0.998  0.00
N -2.659 -0.778 0.246  0.02
C -3.300 -0.220 1.418  0.00
C -3.142 1.296 1.621  0.00
S -1.557 2.089 1.197  0.01
C -2.061 3.127 -0.191  0.00
C -1.745 2.595 -1.596  0.00
N -1.897 1.167 -1.725  0.01
H -3.858 1.403 -1.122  0.00
H -3.715 0.609 -2.675  0.00
H -2.999 -1.449 -1.670  0.00
H -4.467 -0.877 -0.858  0.00
H -2.362 -1.727 0.433  0.00
H -2.893 -0.727 2.288  0.00
H -4.387 -0.416 1.405  0.00
H -3.325 1.508 2.676  0.00
H -3.905 1.837 1.059  0.00
H -1.569 4.093 -0.067  0.00
H -3.129 3.319 -0.072  0.00
H -0.712 2.823 -1.838  0.00
H -2.379 3.166 -2.300  0.00
H -1.367 0.803 -2.504  0.00
N 1.539 3.198 0.404  0.00
C 2.723 3.358 1.097  0.00
C 3.160 4.596 1.505  0.00
C 4.360 4.752 2.225  0.00
C 5.131 3.672 2.540  0.00
C 4.703 2.380 2.145  0.00
C 5.460 1.221 2.444  0.00
C 5.013 0.002 2.046  0.00
C 3.782 -0.071 1.358  0.01
N 3.050 0.971 1.059  0.02
C 3.503 2.205 1.431  0.00
H 1.237 4.006 -0.116  0.00
H 1.473 2.351 -0.146  0.01
H 2.559 5.464 1.262  0.00
H 4.668 5.747 2.524  0.00
H 6.058 3.776 3.088  0.00
H 6.390 1.331 2.990  0.00
H 5.557 -0.910 2.244  0.00
H 3.430 -1.054 1.051  0.00
O 1.524 -0.271 3.098  0.02
S 0.157 -0.588 3.456  0.01
O -0.439 0.197 4.500  0.00
O -0.655 -0.617 2.206  0.02
C 0.063 -2.292 4.005  0.00
C -0.143 -2.459 5.367  0.00
C -0.287 -3.724 5.919  0.00
C -0.237 -4.836 5.103  0.00
C -0.026 -4.686 3.740  0.00
C 0.127 -3.427 3.175  0.00
S 0.480 -3.430 1.413  0.01
O 0.852 -4.773 1.098  0.00
O 1.557 -2.413 1.291  0.01
O -0.691 -2.908 0.693  0.02
H -0.207 -1.576 5.987  0.00
H -0.443 -3.832 6.984  0.00
H -0.353 -5.828 5.521  0.00
H 0.047 -5.549 3.095  0.00
C -2.968 -2.143 -4.811  0.00
S -1.517 -2.234 -3.757  0.01
C -1.967 -3.702 -2.811  0.00
H -3.881 -1.995 -4.230  0.00
H -3.074 -3.046 -5.414  0.00
H -2.844 -1.295 -5.483  0.00
H -1.777 -4.609 -3.383  0.00
H -3.021 -3.659 -2.534  0.00
H -1.360 -3.726 -1.906  0.00
C 2.935 0.252 -2.194  0.12
C 1.574 0.709 -1.721  0.51
O 0.991 1.627 -2.265  0.40
H 3.410 1.081 -2.732  0.01
H 2.780 -0.600 -2.856  0.00
H 3.554 -0.108 -1.376  0.00
C 2.026 -5.164 -3.274  0.00
O 3.096 -4.554 -2.567  0.00
C 2.887 -3.417 -1.856  0.01
S 4.206 -2.909 -0.966  0.00
S 1.316 -2.760 -1.881  0.06
H 2.473 -6.037 -3.747  0.00
H 1.608 -4.492 -4.024  0.00
H 1.232 -5.468 -2.592  0.00

The value obtained for the LUMO energy (alpha / beta) is 0.0822 / 0.0497 Eh. Its energy above the lowest of the compared OMol25 structures with the same formula, charge and spin is 99.7 kcal/mol. As for the spin multiplicity: 8. For the total energy, the calculation gives -136802.453 eV. The HOMO-LUMO gap (alpha / beta) comes out at 0.1649 / 0.2160 hartree. As for the charge: -1.